Record 1
C5H12O2 in the gas phase. Source: the OMol25 dataset; level of theory: ωB97M-V/def2-TZVPD.

Each line ends with the Mulliken charge.
Atoms and positions in Å:
C1 -1.86 -0.49 0.97  -0.90
O1 -0.48 -0.36 0.71  -0.48
C2 -0.24 0.52 -0.38  0.48
C3 -0.37 1.88 0.44  -1.26
C4 1.15 0.14 -1.01  -0.83
C5 1.52 -1.36 -0.86  -0.46
O2 1.72 -1.72 0.49  -0.59
H1 -2.48 0.31 0.53  0.37
H2 -2.02 -0.49 2.05  0.26
H3 -2.14 -1.44 0.52  0.33
H4 -0.98 0.24 -1.17  0.36
H5 0.63 2.28 0.59  0.38
H6 -0.73 1.71 1.49  0.31
H7 -1.05 2.63 0.04  0.30
H8 1.94 0.71 -0.54  0.29
H9 1.19 0.37 -2.09  0.35
H10 0.78 -2.01 -1.36  0.25
H11 2.48 -1.55 -1.36  0.36
H12 0.94 -1.36 0.95  0.47

Computed properties:
* highest occupied orbital energy: -9.731 eV
* SMILES: CO[C@@H](C)CCO
* lowest unoccupied orbital energy: 1.00 eV
* 2S+1: 1

***

Record 2
A 2-piece molecular cluster, C5H12O2 overall. Source: the OMol25 dataset; level of theory: ωB97M-V/def2-TZVPD.

Each line ends with the Mulliken charge.
Atoms and positions in Å:
C1 2.00 1.39 0.94  -0.64
C2 2.21 -1.21 -1.20  -0.59
O1 0.93 -0.99 -1.15  -0.20
C3 0.09 -1.24 -0.19  -0.37
C4 -1.30 -0.78 -0.36  -0.40
O2 -1.57 0.38 0.41  -0.27
C5 -2.92 0.76 0.28  -0.71
H1 2.34 1.32 1.98  0.27
H2 2.14 2.41 0.58  0.28
H3 2.60 0.72 0.32  0.16
H4 2.70 -1.65 -0.33  0.38
H5 2.69 -0.99 -2.14  0.28
H6 0.48 -1.71 0.71  0.40
H7 0.95 1.12 0.88  0.00
H8 -1.48 -0.58 -1.43  0.28
H9 -2.00 -1.58 -0.05  0.31
H10 -3.60 -0.03 0.61  0.29
H11 -3.17 1.02 -0.77  0.30
H12 -3.08 1.65 0.90  0.23

Computed properties:
* highest occupied orbital energy (spin up / spin down): -7.473 / -7.436 eV
* lowest unoccupied orbital energy (spin up / spin down): 0.74 / 0.77 eV
* 2S+1: 1

***

F_max / eV Å⁻¹: 1.11, 0.96
Relative energy (zero: lowest compared OMol25 entry of this formula, charge and spin) / kcal/mol: 46.0, 110.1